{"formula": "C48H40FeN3O5P2S", "method": "ωB97M-V/def2-TZVPD", "elements": ["Fe", "O", "C", "O", "C", "C", "C", "C", "C", "N", "C", "O", "O", "H", "H", "H", "H", "O", "S", "C", "C", "C", "C", "C", "C", "P", "C", "C", "C", "C", "C", "C", "C", "C", "C", "C", "C", "C", "C", "C", "C", "C", "C", "C", "P", "C", "C", "C", "C", "C", "C", "C", "C", "C", "C", "C", "C", "H", "H", "H", "H", "H", "H", "H", "H", "H", "H", "H", "H", "H", "H", "H", "H", "H", "H", "H", "H", "H", "H", "H", "H", "H", "H", "H", "H", "C", "C", "C", "C", "N", "N", "C", "H", "H", "H", "H", "H", "H", "H", "H"], "positions_angstrom": [[0.771, -0.085, 0.921], [4.585, 1.350, 1.484], [3.427, 0.758, 1.408], [2.506, 1.139, 0.684], [3.225, -0.421, 2.296], [4.057, -0.972, 3.249], [3.575, -2.071, 3.960], [2.306, -2.582, 3.709], [1.533, -1.969, 2.735], [2.018, -0.929, 2.073], [0.102, -2.309, 2.350], [-0.466, -3.230, 2.873], [-0.398, -1.491, 1.453], [4.608, 2.126, 0.899], [5.037, -0.556, 3.433], [4.195, -2.526, 4.722], [1.902, -3.426, 4.251], [-0.299, 0.076, -0.784], [0.385, 1.220, -1.586], [1.070, 0.301, -2.932], [1.148, 0.743, -4.243], [1.792, -0.044, -5.189], [2.358, -1.254, -4.823], [2.320, -1.662, -3.499], [1.699, -0.880, -2.528], [1.812, -1.512, -0.811], [3.582, -1.725, -0.538], [4.058, -2.683, 0.362], [5.418, -2.805, 0.595], [6.315, -1.964, -0.051], [5.849, -0.998, -0.934], [4.490, -0.878, -1.178], [1.023, -3.132, -0.877], [1.772, -4.287, -1.124], [1.134, -5.507, -1.275], [-0.249, -5.581, -1.192], [-0.997, -4.431, -0.982], [-0.371, -3.206, -0.832], [-0.881, 2.330, -2.139], [-1.513, 2.335, -3.375], [-2.400, 3.365, -3.648], [-2.649, 4.350, -2.697], [-2.071, 4.282, -1.439], [-1.186, 3.256, -1.132], [-0.659, 2.770, 0.573], [-0.052, 4.304, 1.328], [-0.322, 4.646, 2.652], [0.261, 5.772, 3.216], [1.126, 6.560, 2.471], [1.413, 6.217, 1.156], [0.829, 5.096, 0.588], [-2.340, 2.466, 1.232], [-3.159, 3.452, 1.776], [-4.447, 3.146, 2.193], [-4.940, 1.857, 2.050], [-4.143, 0.874, 1.480], [-2.852, 1.176, 1.074], [0.729, 1.694, -4.534], [1.841, 0.293, -6.215], [2.841, -1.877, -5.564], [2.785, -2.600, -3.217], [3.369, -3.342, 0.876], [5.779, -3.564, 1.277], [7.377, -2.064, 0.129], [6.547, -0.348, -1.445], [4.138, -0.132, -1.881], [2.849, -4.243, -1.211], [1.717, -6.398, -1.461], [-0.745, -6.536, -1.303], [-2.076, -4.485, -0.931], [-0.962, -2.317, -0.675], [-1.341, 1.555, -4.102], [-2.902, 3.398, -4.605], [-3.334, 5.155, -2.929], [-2.332, 5.010, -0.681], [-0.979, 4.029, 3.254], [0.031, 6.037, 4.240], [1.571, 7.443, 2.910], [2.080, 6.834, 0.569], [1.048, 4.847, -0.444], [-2.801, 4.469, 1.879], [-5.069, 3.920, 2.621], [-5.947, 1.624, 2.369], [-4.528, -0.129, 1.343], [-2.248, 0.402, 0.614], [-2.176, 0.222, 5.449], [-1.022, 0.689, 4.634], [0.057, 1.496, 4.934], [0.793, 1.613, 3.749], [0.211, 0.907, 2.770], [-0.888, 0.360, 3.343], [2.011, 2.450, 3.542], [-2.037, 0.504, 6.490], [-2.278, -0.862, 5.397], [-3.105, 0.670, 5.093], [0.268, 1.970, 5.877], [-1.483, -0.234, 2.788], [1.895, 3.395, 4.073], [2.147, 2.699, 2.492], [2.907, 1.968, 3.938]], "total_energy_ev": -128921.315, "s_squared": 0.812, "multiplicity": 2, "e_above_lowest_kcal_mol": 0.0, "homo_energy_ev": [-12.7362, -12.7481], "e_lumo_ha": [-0.231, -0.230], "charge": 2}

***

{"formula": "C48H40N8O16", "method": "ωB97M-V/def2-TZVPD", "elements": ["O", "N", "O", "C", "C", "C", "C", "C", "C", "H", "H", "H", "H", "H", "O", "N", "O", "C", "C", "C", "C", "C", "C", "H", "H", "H", "H", "H", "O", "N", "O", "C", "C", "C", "C", "C", "C", "H", "H", "H", "H", "H", "O", "N", "O", "C", "C", "C", "C", "C", "C", "H", "H", "H", "H", "H", "O", "N", "O", "C", "C", "C", "C", "C", "C", "H", "H", "H", "H", "H", "O", "N", "O", "C", "C", "C", "C", "C", "C", "H", "H", "H", "H", "H", "O", "N", "O", "C", "C", "C", "C", "C", "C", "H", "H", "H", "H", "H", "O", "N", "O", "C", "C", "C", "C", "C", "C", "H", "H", "H", "H", "H"], "positions_angstrom": [[-2.225, -0.978, -5.982], [-1.943, -0.287, -5.002], [-2.381, -0.533, -3.938], [-0.922, 0.735, -5.176], [-0.479, 1.154, -6.448], [0.362, 2.193, -6.607], [0.851, 2.778, -5.461], [0.490, 2.459, -4.182], [-0.455, 1.432, -4.023], [-0.835, 0.730, -7.375], [0.833, 2.385, -7.560], [1.544, 3.599, -5.569], [0.900, 2.897, -3.283], [-0.782, 1.179, -3.026], [-3.030, -3.420, 7.478], [-2.918, -2.800, 6.419], [-3.019, -3.440, 5.321], [-2.532, -1.351, 6.458], [-2.216, -0.732, 7.666], [-1.902, 0.643, 7.739], [-1.739, 1.381, 6.610], [-2.048, 0.775, 5.383], [-2.386, -0.559, 5.295], [-2.291, -1.371, 8.533], [-1.792, 1.056, 8.731], [-1.440, 2.419, 6.637], [-1.955, 1.352, 4.474], [-2.564, -0.919, 4.292], [-3.625, -4.111, -6.190], [-3.474, -3.751, -5.049], [-4.357, -3.047, -4.467], [-2.305, -4.203, -4.213], [-1.404, -5.215, -4.685], [-0.334, -5.661, -3.884], [-0.170, -5.166, -2.589], [-1.046, -4.194, -2.150], [-2.077, -3.685, -2.942], [-1.686, -5.644, -5.635], [0.471, -6.296, -4.222], [0.579, -5.661, -1.989], [-0.789, -3.732, -1.208], [-2.633, -2.927, -2.411], [7.425, -1.291, -2.389], [6.651, -2.120, -2.888], [6.956, -3.270, -3.241], [5.298, -1.678, -3.039], [4.931, -0.384, -2.554], [3.696, 0.127, -2.912], [2.885, -0.637, -3.678], [3.142, -1.940, -4.036], [4.386, -2.487, -3.684], [5.670, 0.279, -2.129], [3.368, 1.099, -2.575], [1.891, -0.263, -3.877], [2.391, -2.445, -4.625], [4.631, -3.515, -3.909], [5.310, 1.707, 3.082], [5.707, 1.333, 1.937], [6.125, 2.148, 1.126], [5.843, -0.113, 1.714], [5.196, -0.949, 2.610], [5.337, -2.326, 2.581], [6.210, -2.848, 1.591], [6.856, -2.028, 0.737], [6.641, -0.629, 0.706], [4.544, -0.505, 3.349], [4.787, -3.072, 3.136], [6.215, -3.925, 1.510], [7.520, -2.404, -0.027], [7.154, 0.070, 0.062], [-2.562, 0.885, 1.946], [-2.269, 0.393, 0.829], [-3.125, 0.394, -0.050], [-0.883, -0.049, 0.510], [-0.596, -0.517, -0.815], [0.651, -1.096, -1.106], [1.605, -1.091, -0.162], [1.377, -0.530, 1.141], [0.124, -0.053, 1.458], [-1.335, -0.313, -1.576], [0.709, -1.521, -2.097], [2.620, -1.439, -0.284], [2.179, -0.506, 1.864], [-0.045, 0.327, 2.455], [2.348, 2.761, -0.710], [1.272, 2.856, -0.247], [0.232, 2.904, -0.900], [1.150, 2.922, 1.246], [-0.117, 3.068, 1.861], [-0.214, 3.048, 3.256], [0.901, 3.017, 4.039], [2.172, 3.004, 3.490], [2.318, 2.953, 2.050], [-1.018, 3.157, 1.273], [-1.189, 3.196, 3.698], [0.698, 3.044, 5.099], [3.084, 2.904, 4.060], [3.333, 2.958, 1.679], [-9.653, 5.306, 1.544], [-8.370, 5.346, 1.481], [-7.752, 6.344, 1.416], [-7.591, 4.069, 1.510], [-6.209, 4.028, 1.809], [-5.581, 2.790, 1.812], [-6.198, 1.621, 1.452], [-7.564, 1.658, 1.284], [-8.269, 2.854, 1.283], [-5.587, 4.859, 2.109], [-4.567, 2.844, 2.179], [-5.736, 0.645, 1.487], [-8.038, 0.711, 1.070], [-9.347, 2.834, 1.206]], "total_energy_ev": -95081.009, "e_above_lowest_kcal_mol": 72.5, "homo_energy_ev": -9.8962, "smiles": "O=[N+]([O-])c1ccccc1.O=[N+]([O-])c1ccccc1.O=[N+]([O-])c1ccccc1.O=[N+]([O-])c1ccccc1.O=[N+]([O-])c1ccccc1.O=[N+]([O-])c1ccccc1.O=[N+]([O-])c1ccccc1.O=[N+]([O-])c1ccccc1", "e_lumo_ha": -0.049}

***

{"formula": "C48H40O3PtS3Te", "method": "ωB97M-V/def2-TZVPD", "elements": ["Pt", "C", "C", "C", "C", "C", "C", "C", "S", "O", "C", "C", "C", "C", "C", "C", "C", "C", "C", "C", "C", "C", "C", "C", "C", "C", "C", "C", "C", "C", "S", "O", "C", "C", "C", "C", "C", "C", "C", "H", "H", "H", "H", "H", "H", "H", "H", "H", "H", "H", "H", "H", "H", "H", "H", "H", "H", "H", "H", "H", "H", "H", "H", "H", "H", "O", "S", "C", "C", "C", "C", "C", "C", "C", "C", "C", "C", "C", "C", "C", "C", "H", "H", "H", "H", "H", "H", "H", "H", "H", "H", "H", "H", "H", "H", "Te"], "positions_angstrom": [[15.460, 12.128, 13.438], [24.087, 10.490, 13.783], [22.643, 10.875, 13.651], [21.616, 9.949, 13.913], [20.287, 10.323, 13.808], [19.990, 11.621, 13.411], [20.984, 12.536, 13.092], [22.301, 12.157, 13.235], [18.293, 11.999, 13.117], [18.311, 13.130, 12.122], [17.958, 12.610, 14.794], [17.791, 11.587, 15.752], [17.488, 11.897, 17.039], [17.356, 13.226, 17.476], [17.168, 13.558, 18.839], [17.064, 14.854, 19.226], [17.144, 15.888, 18.257], [17.318, 15.600, 16.936], [17.458, 14.250, 16.502], [17.761, 13.920, 15.144], [17.886, 15.059, 14.174], [19.051, 15.877, 14.243], [20.156, 15.537, 15.054], [21.246, 16.360, 15.126], [21.302, 17.557, 14.371], [20.291, 17.873, 13.518], [19.129, 17.043, 13.443], [18.039, 17.359, 12.593], [16.929, 16.575, 12.519], [16.867, 15.409, 13.316], [15.363, 14.395, 13.193], [14.327, 15.108, 13.985], [14.963, 14.636, 11.478], [13.783, 15.295, 11.146], [13.415, 15.369, 9.813], [14.189, 14.777, 8.795], [13.719, 14.851, 7.355], [15.360, 14.127, 9.149], [15.740, 14.040, 10.503], [24.222, 9.408, 13.714], [24.486, 10.837, 14.729], [24.689, 10.935, 12.994], [21.861, 8.940, 14.188], [19.488, 9.636, 14.036], [20.705, 13.528, 12.738], [23.080, 12.888, 13.015], [17.849, 10.550, 15.447], [17.379, 11.101, 17.762], [17.110, 12.750, 19.573], [16.911, 15.068, 20.268], [17.088, 16.935, 18.557], [17.422, 16.399, 16.213], [20.113, 14.640, 15.658], [22.096, 16.114, 15.750], [22.178, 18.211, 14.414], [20.334, 18.747, 12.889], [18.095, 18.254, 11.979], [16.115, 16.819, 11.845], [13.175, 15.712, 11.957], [12.493, 15.882, 9.557], [12.778, 14.336, 7.233], [14.445, 14.396, 6.661], [13.557, 15.883, 7.053], [16.010, 13.694, 8.409], [16.672, 13.550, 10.771], [12.560, 11.919, 12.864], [11.230, 11.876, 12.188], [10.542, 13.537, 12.354], [10.453, 14.064, 13.740], [11.542, 14.123, 14.602], [11.405, 14.667, 15.865], [10.194, 15.142, 16.317], [9.103, 15.038, 15.482], [9.223, 14.525, 14.204], [10.175, 10.952, 13.308], [10.786, 9.648, 13.733], [11.047, 9.432, 15.075], [11.558, 8.224, 15.532], [11.828, 7.200, 14.636], [11.642, 7.453, 13.272], [11.090, 8.644, 12.830], [9.579, 13.555, 11.865], [11.241, 14.114, 11.736], [12.499, 13.787, 14.269], [12.298, 14.704, 16.478], [10.108, 15.582, 17.313], [8.133, 15.391, 15.833], [8.333, 14.511, 13.598], [9.287, 10.753, 12.723], [9.965, 11.581, 14.167], [10.860, 10.227, 15.778], [11.748, 8.065, 16.588], [12.222, 6.215, 14.936], [11.924, 6.701, 12.541], [10.966, 8.818, 11.762], [14.717, 9.809, 13.897]], "total_energy_ev": -99611.164, "s_squared": 2.015, "multiplicity": 3, "e_above_lowest_kcal_mol": 0.0, "homo_energy_ev": [-7.1698, -7.0437], "e_lumo_ha": [0.014, -0.048]}

***

{"formula": "C48H41AuN5P2S2", "method": "ωB97M-V/def2-TZVPD", "elements": ["Au", "C", "N", "C", "P", "C", "C", "C", "C", "C", "C", "C", "C", "C", "C", "C", "C", "C", "C", "C", "C", "C", "C", "P", "C", "C", "C", "C", "C", "C", "C", "C", "C", "C", "C", "C", "H", "H", "H", "H", "H", "H", "H", "H", "H", "H", "H", "H", "H", "H", "H", "H", "H", "H", "H", "H", "H", "H", "H", "H", "H", "H", "H", "H", "H", "N", "C", "C", "C", "C", "C", "N", "C", "H", "H", "H", "H", "S", "S", "C", "C", "C", "N", "C", "C", "C", "C", "C", "N", "C", "C", "H", "H", "H", "H", "H", "H", "H", "H"], "positions_angstrom": [[0.118, 0.078, -0.092], [0.863, 3.183, -1.002], [0.016, 3.663, 0.086], [-1.125, 2.972, 0.644], [-0.561, 1.468, 1.541], [0.659, 2.123, 2.694], [0.289, 2.905, 3.787], [1.262, 3.454, 4.607], [2.605, 3.229, 4.337], [2.980, 2.453, 3.250], [2.009, 1.899, 2.431], [-1.989, 0.920, 2.519], [-1.807, 0.330, 3.768], [-2.881, -0.236, 4.439], [-4.145, -0.213, 3.870], [-4.337, 0.389, 2.633], [-3.264, 0.950, 1.960], [0.082, 5.069, 0.252], [-1.055, 5.841, 0.495], [-0.948, 7.215, 0.655], [0.279, 7.848, 0.558], [1.409, 7.087, 0.299], [1.317, 5.714, 0.151], [0.500, 1.818, -2.247], [-1.066, 2.339, -3.002], [-1.721, 1.477, -3.878], [-2.902, 1.865, -4.490], [-3.447, 3.114, -4.226], [-2.805, 3.977, -3.352], [-1.620, 3.594, -2.742], [1.827, 2.364, -3.398], [3.160, 2.272, -2.996], [4.175, 2.651, -3.857], [3.868, 3.124, -5.128], [2.548, 3.214, -5.532], [1.526, 2.840, -4.669], [1.880, 2.948, -0.664], [0.962, 4.006, -1.720], [-1.887, 2.699, -0.098], [-1.591, 3.611, 1.393], [-0.759, 3.087, 4.000], [0.975, 4.061, 5.455], [3.360, 3.661, 4.980], [4.027, 2.275, 3.043], [2.290, 1.276, 1.589], [-0.825, 0.326, 4.226], [-2.732, -0.693, 5.409], [-4.982, -0.656, 4.393], [-5.324, 0.419, 2.191], [-3.424, 1.395, 0.986], [-2.036, 5.387, 0.540], [-1.843, 7.794, 0.843], [0.352, 8.919, 0.679], [2.377, 7.564, 0.224], [2.217, 5.139, -0.018], [-1.316, 0.496, -4.092], [-3.394, 1.190, -5.178], [-4.370, 3.415, -4.704], [-3.221, 4.954, -3.144], [-1.141, 4.291, -2.068], [3.416, 1.874, -2.020], [5.206, 2.572, -3.541], [4.662, 3.417, -5.802], [2.306, 3.580, -6.521], [0.497, 2.919, -4.997], [-3.416, -5.227, 3.012], [-3.361, -4.410, 2.208], [-3.272, -3.387, 1.201], [-4.297, -3.168, 0.288], [-4.139, -2.152, -0.639], [-2.977, -1.395, -0.602], [-1.998, -1.599, 0.276], [-2.136, -2.585, 1.148], [-5.186, -3.783, 0.311], [-4.902, -1.947, -1.376], [-2.818, -0.589, -1.312], [-1.323, -2.745, 1.847], [0.708, -0.217, -2.318], [4.924, -3.272, 3.721], [3.554, -2.610, 2.827], [2.361, -2.195, 3.410], [1.382, -1.652, 2.600], [1.514, -1.493, 1.286], [2.660, -1.893, 0.730], [3.695, -2.455, 1.450], [4.145, -3.762, 5.243], [3.274, -4.844, 5.276], [2.703, -5.183, 6.491], [2.954, -4.541, 7.630], [3.803, -3.524, 7.585], [4.424, -3.087, 6.420], [2.189, -2.294, 4.472], [0.443, -1.322, 3.031], [2.745, -1.766, -0.343], [4.598, -2.779, 0.952], [3.051, -5.404, 4.379], [2.013, -6.016, 6.559], [3.997, -3.023, 8.526], [5.102, -2.246, 6.435]], "total_energy_ev": -101828.335, "e_above_lowest_kcal_mol": 21.1, "homo_energy_ev": -10.4058, "e_lumo_ha": -0.079, "charge": 1}